{"formula": "C23H41LuN2OP3", "method": "ωB97M-V/def2-TZVPD", "charge": 3, "energy_ha": -3344.34711, "homo_ev": -14.66, "e_above_lowest_ev": 0.877, "gap_ev": 3.56, "lumo_ev": -11.102, "species": ["Lu", "P", "P", "P", "H", "C", "C", "H", "C", "C", "C", "C", "C", "C", "C", "C", "C", "H", "H", "H", "H", "H", "H", "H", "H", "H", "H", "H", "H", "H", "H", "H", "H", "H", "H", "H", "H", "H", "H", "H", "H", "H", "H", "H", "H", "H", "C", "C", "C", "C", "C", "C", "O", "H", "H", "H", "H", "H", "H", "N", "C", "C", "C", "C", "C", "N", "C", "H", "H", "H", "H"], "coordinates": [[0.846274, 0.077280, 0.559183], [1.816073, -2.575122, 0.264731], [0.787634, 0.405696, -2.095724], [-1.543283, -1.230478, 0.445712], [0.341642, 2.402679, 1.687034], [-0.311255, 1.579911, 2.047368], [0.180661, 0.569282, 2.850582], [1.163572, 0.660892, 3.324299], [3.622612, -2.891580, 0.332389], [1.475030, -3.627207, -1.197615], [1.292922, -3.673866, 1.642175], [0.046481, 2.023892, -2.479739], [2.417292, 0.573191, -2.874328], [-0.096943, -0.723657, -3.224355], [-2.343118, -1.601570, 2.048985], [-1.967317, -2.716745, -0.517522], [-2.720816, -0.005169, -0.227407], [-1.378485, 1.746525, 1.888997], [-0.427621, -0.229054, 3.281620], [4.067674, -2.612432, 1.297296], [4.110254, -2.310531, -0.458257], [3.800912, -3.961490, 0.151083], [1.880008, -3.145027, -2.096092], [0.401289, -3.793235, -1.329291], [1.977872, -4.594826, -1.068877], [1.676892, -3.273175, 2.588349], [1.705521, -4.681726, 1.492693], [0.198696, -3.732749, 1.698481], [0.035111, 2.183403, -3.567353], [0.576501, 2.852564, -1.986535], [-0.979538, 1.964413, -2.102570], [2.270677, 0.821904, -3.934229], [2.955219, -0.380697, -2.793519], [2.987417, 1.375000, -2.383718], [0.085306, -0.385825, -4.253811], [-1.182156, -0.716936, -3.039844], [0.294029, -1.746346, -3.118379], [-3.405679, -1.820911, 1.877308], [-2.258807, -0.743787, 2.725788], [-1.847134, -2.468367, 2.505487], [-3.051554, -2.883100, -0.460559], [-1.448351, -3.583412, -0.091974], [-1.675691, -2.604076, -1.568713], [-3.745459, -0.346360, -0.031289], [-2.594060, 0.150114, -1.306123], [-2.567282, 0.964738, 0.261824], [-4.023301, 3.175793, -1.514037], [-4.453236, 4.338300, -2.178523], [-5.356441, 5.156155, -1.501792], [-5.811447, 4.815965, -0.217835], [-5.517975, 3.555179, 0.312110], [-4.693311, 2.680348, -0.395529], [-2.839806, 2.566562, -1.850427], [-2.310893, 3.169562, -2.426204], [-4.046844, 4.578279, -3.166844], [-5.700395, 6.072823, -1.978440], [-6.410989, 5.523216, 0.356996], [-5.916739, 3.242138, 1.278695], [-4.503473, 1.660700, -0.067450], [5.244578, -2.550674, 4.729580], [4.930367, -1.729113, 3.952647], [4.588737, -0.743423, 2.944308], [5.566445, 0.055591, 2.334572], [5.200777, 0.900425, 1.292871], [3.883046, 0.919631, 0.863640], [2.935765, 0.133025, 1.450462], [3.267767, -0.655884, 2.518603], [6.592878, -0.052217, 2.673583], [5.920511, 1.545787, 0.783915], [3.542377, 1.562897, 0.041843], [2.442582, -1.213096, 2.999698]], "forces_ev_per_a": [[1.27, -1.80, -1.55], [0.61, -1.56, 0.03], [-0.04, 0.82, -1.66], [-1.58, -0.39, -0.03], [-0.16, -0.31, 0.38], [0.26, -0.41, 2.44], [-1.24, 2.43, 0.87], [0.06, -0.09, -0.70], [0.25, 0.46, 0.02], [-0.37, 0.30, -0.24], [-0.31, 0.31, 0.06], [-0.21, -0.10, 0.28], [0.33, -0.34, 0.19], [-0.10, -0.34, 0.16], [0.34, -0.05, 0.12], [0.35, -0.20, -0.09], [0.38, 0.18, -0.05], [0.16, -0.43, -0.33], [-0.15, 0.36, -0.26], [-0.18, -0.24, -0.42], [0.09, -0.16, 0.10], [-0.08, 0.35, 0.08], [-0.08, -0.16, 0.13], [0.25, 0.00, -0.08], [-0.16, 0.27, 0.03], [-0.12, -0.22, -0.09], [-0.11, 0.30, 0.01], [0.24, -0.09, 0.07], [0.06, -0.04, 0.28], [-0.12, -0.23, -0.18], [0.26, 0.17, -0.12], [0.11, -0.04, 0.26], [0.09, 0.31, -0.12], [-0.06, -0.25, -0.24], [-0.04, -0.04, 0.25], [0.38, 0.00, -0.04], [-0.21, 0.29, -0.07], [0.31, 0.00, 0.08], [-0.24, -0.22, -0.10], [-0.25, 0.17, 0.04], [0.27, 0.07, 0.01], [-0.21, 0.07, -0.15], [-0.10, -0.05, 0.24], [0.25, 0.03, -0.05], [-0.06, -0.02, 0.27], [-0.21, -0.20, -0.22], [-0.78, 1.01, 0.14], [0.27, -0.57, 0.74], [-0.21, -0.08, 0.12], [0.07, -0.08, -0.11], [-0.24, 0.06, -0.33], [0.35, 0.45, 0.04], [1.03, -0.09, -1.27], [-1.11, -0.45, 0.47], [-0.10, 0.12, 0.43], [0.12, -0.16, 0.19], [0.08, -0.27, -0.28], [-0.06, 0.13, -0.36], [-0.02, 0.49, 0.17], [-0.91, 2.06, -1.99], [0.83, -1.52, 1.68], [-0.30, -0.34, 0.38], [-0.14, -0.29, -0.07], [0.12, 0.37, -0.31], [-0.38, -0.74, 0.58], [0.63, 0.32, 0.83], [0.02, 0.80, -0.84], [-0.06, 0.22, -0.11], [-0.12, -0.27, 0.30], [0.27, -0.25, 0.27], [0.74, 0.20, -0.30]], "mulliken_charge": [1.0848, 0.8435, 0.6470, 0.8690, 0.6062, -1.0533, -0.4913, 0.5519, -1.2173, -1.2727, -1.1895, -0.6549, -1.1989, -1.2791, -1.5167, -1.4130, -1.2797, 0.4150, 0.2625, 0.1751, 0.3832, 0.5493, 0.4045, 0.3155, 0.5357, 0.3266, 0.4493, 0.3098, 0.5459, 0.4536, -0.2014, 0.4772, 0.3930, 0.3978, 0.5523, 0.3416, 0.2572, 0.4947, 0.4591, 0.3556, 0.5543, 0.4610, 0.2920, 0.5943, 0.4227, 0.0016, 0.6912, -0.9101, -0.3736, -0.5635, -0.5667, -0.0310, -0.3741, 0.2809, 0.4195, 0.3809, 0.4026, 0.3866, 0.2623, -0.3206, -0.2141, -0.0783, -0.2340, -0.9080, -0.2115, 0.0917, -0.1924, 0.5817, 0.4757, 0.4399, 0.5499]}